[1]
ORCA calculation (the ωB97M-V functional and the def2-TZVPD basis) on a molecular structure, C42H54HfN11O3PS2Se in a non-equilibrium geometry.

CARTESIAN COORDINATES (ANGSTROEM)
Hf -0.6249 0.0358 0.2638
C 1.5845 -0.4879 2.7993
N 0.7253 0.4791 2.1138
C 0.7603 1.6827 2.5347
C -0.1526 2.6405 1.9785
C -0.5349 3.9296 2.3293
C -1.6639 4.2320 1.5635
C -1.9174 3.1020 0.7911
N -1.0050 2.1259 1.0215
C 1.2774 -1.9318 2.4520
C 0.7691 -2.8122 3.4105
C 0.4072 -4.0975 3.0446
C 0.6043 -4.5525 1.7511
C 1.1695 -3.6962 0.8183
C 1.4959 -2.3940 1.1585
H 1.4452 -0.3701 3.8785
H 2.6364 -0.2919 2.5425
H 1.3665 1.9970 3.3890
H -0.0399 4.5406 3.0627
H -2.2375 5.1398 1.5456
H -2.7193 3.0007 0.0874
H 0.5948 -2.4420 4.4165
H -0.0435 -4.7537 3.7892
H 0.2768 -5.5417 1.4341
H 1.3467 -4.0114 -0.2009
H 1.9534 -1.7305 0.4475
Se -2.2154 2.9472 -3.5917
C -2.0520 1.7481 -2.2083
N -1.9533 0.9841 -1.3323
O -0.9828 -1.6930 -0.8155
N -1.9895 -2.2532 -1.5486
C -1.7917 -3.5412 -1.9989
C -2.8202 -4.2242 -2.5853
C -4.0826 -3.6360 -2.7499
C -4.3194 -2.4212 -2.0463
C -3.2871 -1.7920 -1.4375
H -0.8044 -3.9441 -1.8551
H -2.5874 -5.2369 -2.9117
H -4.8985 -4.1301 -3.2564
H -5.2906 -1.9529 -1.9756
H -3.4258 -0.8697 -0.8948
N 1.1239 0.4928 -0.5212
P 1.8207 0.7073 -1.8874
N 1.6407 2.2626 -2.4271
C 2.3180 2.7898 -3.5945
C 3.4565 3.6939 -3.1623
C 2.9114 4.8638 -2.3190
C 2.1193 4.3170 -1.1298
C 1.0509 3.3065 -1.6172
N 3.4075 0.3174 -1.6365
C 4.0104 0.6394 -0.3739
C 4.9718 -0.4609 0.0707
C 6.0289 -0.7210 -1.0034
C 5.3786 -0.9130 -2.3839
C 4.3818 0.1954 -2.6832
N 1.5273 -0.2585 -3.2011
C 1.6043 -1.6995 -2.9863
C 1.3650 -2.4266 -4.2998
C -0.0756 -2.2341 -4.7829
C -0.5781 -0.8568 -4.3919
C 0.5619 0.1130 -4.2350
H 1.5924 3.3566 -4.1817
H 2.6794 1.9784 -4.2271
H 4.0083 4.0724 -4.0180
H 4.1453 3.0796 -2.5498
H 2.2219 5.4684 -2.9283
H 3.7301 5.5036 -1.9828
H 1.5749 5.0754 -0.5643
H 2.8104 3.7914 -0.4397
H 0.3058 3.8247 -2.2466
H 0.5715 2.8562 -0.7703
H 3.2204 0.7809 0.3469
H 4.5830 1.5793 -0.4575
H 4.3783 -1.3774 0.2561
H 5.4114 -0.1485 1.0214
H 6.6216 -1.6222 -0.7660
H 6.7310 0.1222 -1.0361
H 4.8491 -1.8609 -2.3960
H 6.1346 -0.9832 -3.1594
H 3.8750 -0.0153 -3.6205
H 4.9335 1.1445 -2.8094
H 0.8826 -2.0025 -2.2147
H 2.5957 -1.9687 -2.6163
H 1.6289 -3.4847 -4.1777
H 2.0690 -2.0149 -5.0278
H -0.7019 -3.0005 -4.3206
H -0.1036 -2.3425 -5.8614
H -1.1209 -0.9002 -3.4515
H -1.2390 -0.4623 -5.1542
H 0.1728 1.0886 -3.9907
H 1.0637 0.2525 -5.2257
N -7.4702 1.4012 5.6436
C -6.0897 1.2607 5.5187
C -5.3938 0.3329 6.2828
C -4.0137 0.2276 6.1638
C -3.3533 1.0724 5.2948
C -4.0234 2.0318 4.5321
C -5.4004 2.1060 4.6530
S -1.6712 0.7890 4.9232
O -0.9887 2.0622 4.9510
O -1.1705 -0.2450 5.8260
N -1.7706 0.2446 3.4305
C -2.1209 -0.9769 3.0934
S -2.6825 -2.3404 4.0632
C -2.8060 -3.3183 2.6339
C -2.4209 -2.6076 1.5630
N -1.9777 -1.3239 1.7927
H -7.9303 0.5633 5.9276
H -7.9249 1.7714 4.8201
H -5.9220 -0.3511 6.9377
H -3.4513 -0.4804 6.7489
H -3.4904 2.6539 3.8336
H -5.9594 2.8341 4.0759
H -3.1730 -4.3242 2.6261
H -2.4195 -3.0799 0.5854

Its multiplicity is 2. Its molecular weight is 1113.526 u. The calculation puts the electronic energy at -164583.084 eV. The calculation puts the HOMO-LUMO gap (spin up / spin down) at 5.3 / 7.4 eV. The charge is -1. The value obtained for the LUMO energy (spin up / spin down) is 2.3882 / 2.3747 eV. The calculation puts the max |F| at 1.365 eV/Å. As for the energy above the lowest of the compared OMol25 structures with the same formula, charge and spin: 0.0 kJ/mol.



[2]
ORCA calculation (the ωB97M-V functional and the def2-TZVPD basis) on a molecular structure, C42H54IN2O2RuS in a non-equilibrium geometry.

CARTESIAN COORDINATES (ANGSTROEM)
Ru -0.1224 0.1037 -0.2495
C 0.7058 0.3220 -2.5470
C -0.6608 0.5399 -2.7946
C -1.3582 -0.6952 -2.4253
C -0.3636 -1.5595 -1.9124
C 0.9202 -0.9982 -2.1012
C 2.2117 -1.7624 -2.1930
C 2.0988 -3.1179 -1.4932
C 3.3744 -0.9471 -1.6120
C 2.4407 -1.9960 -3.7013
C -2.7558 -1.2368 -2.7741
C -2.7450 -2.7741 -2.7368
C -3.8272 -0.7315 -1.7756
C -3.1533 -0.8585 -4.2127
C -1.1195 1.8610 -3.4157
C -1.1065 1.7528 -4.9570
C -0.1064 2.9690 -3.0671
C -2.4995 2.3152 -2.9207
H 1.4970 1.0144 -2.7835
H -0.5239 -2.5901 -1.6466
H 1.6660 -3.0085 -0.5018
H 3.0869 -3.5720 -1.3986
H 1.4752 -3.8116 -2.0650
H 3.1497 -0.6483 -0.5863
H 3.5752 -0.0501 -2.2052
H 4.2828 -1.5508 -1.6055
H 1.6284 -2.5881 -4.1309
H 3.3779 -2.5376 -3.8487
H 2.4996 -1.0498 -4.2464
H -2.5944 -3.1744 -1.7295
H -1.9768 -3.1825 -3.3994
H -3.7100 -3.1404 -3.0896
H -3.9153 -1.4070 -0.9277
H -4.8048 -0.6932 -2.2633
H -3.6007 0.2654 -1.3964
H -2.3398 -1.0712 -4.9118
H -3.4460 0.1765 -4.3197
H -4.0079 -1.4678 -4.5091
H -0.1463 1.3653 -5.3097
H -1.2387 2.7540 -5.3707
H -1.8956 1.1194 -5.3497
H 0.8180 2.8646 -3.6401
H 0.1440 2.9689 -2.0103
H -0.5378 3.9372 -3.3198
H -3.3144 1.7108 -3.2998
H -2.6822 3.3419 -3.2439
H -2.5393 2.2941 -1.8381
O 1.8040 1.5761 -0.0839
C 1.5944 2.8857 0.4134
C 0.1489 3.2468 0.2933
C -0.2277 4.5768 0.3740
C -1.5732 4.8972 0.4148
C -2.5065 3.8703 0.3843
C -2.0508 2.5753 0.2727
N -0.7490 2.2605 0.2103
H 2.4828 1.1366 0.4416
H 2.2159 3.6004 -0.1242
H 1.8571 2.9419 1.4731
H 0.5327 5.3486 0.4185
H -1.8902 5.9312 0.4813
H -3.5689 4.0714 0.4409
H -2.7460 1.7443 0.2542
O 1.2751 -1.1370 1.1074
S 1.2384 -2.3853 1.9876
C 2.9253 -3.0404 2.0005
C 2.9626 -4.2827 2.8570
C 2.1228 -5.3619 2.5842
C 2.1676 -6.5034 3.3722
C 3.0566 -6.5779 4.4356
C 3.9003 -5.5109 4.7070
C 3.8469 -4.3633 3.9262
C 1.1467 -1.8246 3.7163
C 2.3279 -1.0705 4.2693
C 2.8632 0.0495 3.6293
C 3.9418 0.7277 4.1808
C 4.4810 0.3137 5.3926
C 3.9465 -0.7897 6.0403
C 2.8880 -1.4877 5.4716
H 3.5794 -2.2533 2.3708
H 3.1550 -3.2516 0.9594
H 1.4360 -5.3139 1.7440
H 1.5146 -7.3392 3.1531
H 3.0968 -7.4704 5.0479
H 4.6063 -5.5721 5.5263
H 4.5080 -3.5301 4.1402
H 0.9722 -2.7455 4.2774
H 0.2337 -1.2252 3.7390
H 2.4273 0.3788 2.6941
H 4.3661 1.5847 3.6700
H 5.3158 0.8485 5.8293
H 4.3491 -1.1072 6.9943
H 2.4865 -2.3608 5.9759
I -0.4564 1.6529 3.4026
C -1.8368 0.2948 2.6125
C -2.9658 0.0307 3.3735
C -3.8440 -0.9504 2.9453
C -3.5583 -1.6459 1.7815
C -2.4221 -1.3102 1.0803
N -1.5659 -0.3451 1.4723
H -3.1452 0.5845 4.2841
H -4.7334 -1.1745 3.5222
H -4.2046 -2.4382 1.4260
H -2.1585 -1.8266 0.1731

Its multiplicity is 2. Its molecular weight is 878.947 u. The calculation puts the electronic energy at -73009.560 eV. The calculation puts the HOMO-LUMO gap (spin up / spin down) at 6.9 / 7.9 eV. The charge is +2. The value obtained for the LUMO energy (spin up / spin down) is -6.5284 / -5.5523 eV. The calculation puts the max |F| at 3.241 eV/Å. As for the energy above the lowest of the compared OMol25 structures with the same formula, charge and spin: 0.0 kJ/mol.



[3]
ORCA calculation (the ωB97M-V functional and the def2-TZVPD basis) on a molecular structure, C42H54N13O4STi in a non-equilibrium geometry.

CARTESIAN COORDINATES (ANGSTROEM)
Ti 13.4440 -7.0418 11.1479
C 17.2167 -7.4359 8.9139
C 16.1211 -7.5297 9.9132
N 14.9008 -7.0917 9.5841
N 14.7499 -6.6551 8.2826
C 13.5471 -6.3228 8.0237
N 13.1778 -5.7713 6.8005
S 12.2230 -6.6388 9.1363
C 16.2208 -8.1425 11.1584
C 17.4144 -8.8436 11.5446
C 17.3870 -9.5218 12.7330
C 16.2676 -9.5354 13.5541
C 15.1262 -8.7935 13.1120
N 15.1343 -8.0937 12.0192
H 18.2110 -7.6983 9.2087
H 17.0709 -8.1865 8.1027
H 17.2142 -6.5248 8.3558
H 13.8470 -5.3465 6.2195
H 12.3266 -5.1583 6.8954
H 18.1543 -8.9646 10.7872
H 18.2720 -10.1326 13.0262
H 16.2368 -10.0829 14.4848
H 14.1848 -8.7366 13.6966
C 11.8496 -10.3413 8.5254
C 13.1851 -10.2130 9.2647
C 14.2700 -10.7159 8.4074
C 13.2043 -10.9212 10.5711
C 13.7907 -12.1986 10.7931
C 13.6285 -12.9363 11.9372
C 13.0288 -12.3149 13.0204
C 12.6601 -10.9068 12.9706
C 12.2187 -10.2588 14.2651
C 10.9342 -10.7795 14.8673
C 13.2460 -10.2632 15.4176
C 12.7307 -10.2650 11.6823
N 12.2228 -8.9374 11.5799
C 10.8713 -8.8260 11.8183
O 9.9593 -9.6162 11.8109
C 10.5862 -7.4152 12.2699
C 9.3895 -7.0275 12.8736
C 9.2855 -5.7083 13.2767
C 10.4159 -4.9327 13.3270
C 11.5678 -5.3546 12.7348
N 11.6045 -6.5494 12.1861
C 12.8315 -4.4922 12.6285
O 12.8630 -3.3309 13.1136
N 13.8500 -5.1593 12.0109
C 15.1627 -4.6038 11.9611
C 16.0912 -4.7393 13.0253
C 17.3943 -4.2667 12.8205
C 17.7746 -3.7218 11.5958
C 16.7868 -3.5426 10.6538
C 15.4492 -3.8964 10.8235
C 14.3881 -3.5785 9.7658
C 15.0762 -3.3494 8.4097
C 13.6569 -2.3496 10.1612
C 15.7504 -5.5451 14.2328
C 16.9282 -6.2633 14.8167
C 15.0458 -4.7934 15.4156
H 11.4637 -11.3595 8.6625
H 11.1214 -9.6708 8.9542
H 12.1175 -10.2786 7.4956
H 13.2695 -9.2116 9.4718
H 14.0156 -11.7168 8.0988
H 14.4403 -10.0665 7.5624
H 15.2754 -10.8230 8.8373
H 14.4242 -12.5972 9.9828
H 14.1671 -13.8547 12.0311
H 13.0237 -12.7440 14.0234
H 11.9553 -9.2173 14.0185
H 11.0285 -11.8390 15.1287
H 10.6097 -10.1821 15.7687
H 10.0551 -10.7791 14.2012
H 13.1982 -11.1892 16.0145
H 14.2681 -10.2945 15.0885
H 12.8975 -9.5017 16.0903
H 8.5324 -7.6995 12.9377
H 8.3664 -5.3004 13.6434
H 10.4205 -3.9179 13.7464
H 18.1056 -4.5315 13.5599
H 18.8407 -3.4266 11.4318
H 17.0594 -3.0853 9.7718
H 13.6714 -4.3892 9.7379
H 15.6276 -2.4287 8.4558
H 15.8036 -4.1423 8.1534
H 14.3588 -3.3058 7.5725
H 14.2860 -1.4936 10.0895
H 12.8923 -2.1691 9.3623
H 13.2390 -2.4398 11.1319
H 15.0024 -6.3084 13.9335
H 17.6348 -5.7176 15.3915
H 16.5390 -6.9440 15.5801
H 17.5285 -6.8053 14.0825
H 15.6936 -4.0512 15.9520
H 14.2144 -4.1780 14.9913
H 14.5301 -5.5399 16.0308
N 10.6838 -7.9018 6.5653
N 10.2211 -8.2705 5.3112
N 10.5618 -9.2441 4.4742
C 9.7130 -9.0199 3.5050
N 9.0045 -7.9124 3.6288
N 9.2447 -7.4996 4.8398
H 11.0038 -8.7354 7.0588
H 11.4669 -7.2468 6.4470
H 9.8388 -9.6225 2.6272
N 9.1481 -4.4097 9.1341
C 9.8547 -3.2197 9.6085
C 9.1216 -1.9932 9.1714
O 8.4866 -1.8280 8.2042
O 9.3149 -0.9194 10.0497
H 9.4787 -5.3444 9.3377
H 8.5364 -4.4130 8.3005
H 8.6492 -0.3048 9.8950
H 10.9605 -3.2913 9.4725
H 9.8208 -3.2175 10.7320

Its multiplicity is 3. Its molecular weight is 884.915 u. The calculation puts the electronic energy at -105945.639 eV. The calculation puts the HOMO-LUMO gap (spin up / spin down) at 5.6 / 7.5 eV. The charge is -1. The value obtained for the LUMO energy (spin up / spin down) is 2.1961 / 2.0715 eV. The calculation puts the max |F| at 3.651 eV/Å. As for the energy above the lowest of the compared OMol25 structures with the same formula, charge and spin: 45.8 kJ/mol.



[4]
ORCA calculation (the ωB97M-V functional and the def2-TZVPD basis) on a molecular structure, C42H54N4RuS in a non-equilibrium geometry.

CARTESIAN COORDINATES (ANGSTROEM)
Ru 1.1892 1.1115 -0.5020
C 0.9542 3.9613 1.4147
C 1.4751 2.9627 2.4629
N 1.3938 1.5998 1.9407
C 2.4686 0.7058 2.3585
C 3.8457 1.1257 1.8415
S 3.8777 1.6879 0.0972
C 3.8720 3.5188 0.2338
C 2.6457 4.1790 -0.3906
N 1.3721 3.6179 0.0548
H -0.1385 3.9373 1.4250
H 1.2838 4.9724 1.6913
H 2.5088 3.1835 2.7238
H 0.8907 3.0873 3.3840
H 0.4970 1.1910 2.2026
H 2.5321 0.6213 3.4570
H 2.2343 -0.2794 1.9435
H 4.3111 1.9106 2.4359
H 4.4969 0.2526 1.8602
H 3.9920 3.7788 1.2814
H 4.7572 3.8590 -0.3036
H 2.7069 5.2569 -0.1740
H 2.6984 4.0482 -1.4762
H 0.6512 3.9636 -0.5749
C -3.6901 0.2112 2.3810
C -2.4640 1.0674 2.0510
C -2.0420 1.8593 3.2929
C -2.7293 2.0010 0.8910
C -3.6358 3.0347 1.0486
C -3.8863 3.9298 0.0239
C -3.2513 3.7641 -1.1949
C -2.3375 2.7408 -1.4071
C -1.7429 2.5949 -2.7945
C -1.9302 1.2002 -3.3952
C -0.2623 2.9736 -2.8461
C -2.0504 1.8569 -0.3416
N -1.0829 0.8781 -0.4808
C -1.3622 -0.4252 -0.5420
C -0.3576 -1.4480 -0.5077
N 0.9354 -1.1944 -0.3257
C 1.9024 -2.1926 -0.2465
C 2.0632 -2.9412 0.9426
C 3.0905 -3.8691 1.0276
C 3.9627 -4.0690 -0.0253
C 3.7846 -3.3611 -1.1987
C 2.7648 -2.4310 -1.3399
C 2.6316 -1.7456 -2.6859
C 1.2367 -1.8622 -3.3096
C 3.0707 -0.2807 -2.6317
C 1.1543 -2.7529 2.1365
C 1.9631 -2.5713 3.4316
C 0.2193 -3.9548 2.3148
C -1.0027 -2.7212 -0.8039
C -0.5844 -4.0193 -0.9961
C -1.5446 -4.9923 -1.3315
C -2.8789 -4.7019 -1.4876
C -3.3402 -3.3755 -1.3218
C -4.6583 -2.8969 -1.4877
C -4.9296 -1.5580 -1.3301
C -3.9390 -0.6098 -1.0084
C -2.6450 -1.0488 -0.8225
C -2.3781 -2.4310 -0.9796
H -3.4636 -0.4428 3.2210
H -3.9752 -0.4082 1.5331
H -4.5379 0.8366 2.6515
H -1.6487 0.3887 1.7735
H -2.8894 2.3849 3.7226
H -1.2879 2.6000 3.0399
H -1.6467 1.1878 4.0514
H -4.1596 3.1440 1.9868
H -4.5825 4.7416 0.1696
H -3.4874 4.4399 -2.0049
H -2.2792 3.3047 -3.4348
H -1.2199 0.4953 -2.9662
H -1.7640 1.2397 -4.4679
H -2.9364 0.8297 -3.2229
H 0.3386 2.2672 -2.2215
H -0.1138 3.9966 -2.5050
H 0.1008 2.9010 -3.8681
H 3.2164 -4.4418 1.9332
H 4.7662 -4.7836 0.0613
H 4.4589 -3.5354 -2.0260
H 3.3312 -2.2595 -3.3566
H 0.5412 -1.1451 -2.8684
H 0.8351 -2.8637 -3.1704
H 1.2913 -1.6605 -4.3771
H 2.3003 0.3364 -2.0960
H 3.1750 0.1201 -3.6383
H 4.0248 -0.1845 -2.1144
H 0.5350 -1.8630 1.9697
H 2.2341 -3.5382 3.8482
H 1.3659 -2.0512 4.1778
H 2.8815 -2.0129 3.2632
H 0.7948 -4.8778 2.3727
H -0.4825 -4.0423 1.4875
H -0.3472 -3.8477 3.2381
H 0.4528 -4.3114 -0.9025
H -1.2096 -6.0100 -1.4745
H -3.5869 -5.4713 -1.7478
H -5.4407 -3.5945 -1.7464
H -5.9436 -1.2101 -1.4638
H -4.2144 0.4317 -0.9177

Its multiplicity is 6. Its molecular weight is 748.059 u. The calculation puts the electronic energy at -63802.628 eV. The calculation puts the HOMO-LUMO gap (spin up / spin down) at 6.3 / 6.5 eV. The charge is +1. The value obtained for the LUMO energy (spin up / spin down) is -2.4572 / -3.6212 eV. The calculation puts the max |F| at 2.225 eV/Å.